[1]
ORCA calculation (the ωB97M-V functional and the def2-TZVPD basis) on the molecule C2H4FNS.

Computed properties:
ΔE to the lowest compared entry with this formula, charge and spin: 74.9 kJ/mol
SMILES: CNC(F)=S
total charge: 0

Last column: Löwdin charge in e.
Element x y z (Å)
H -0.584 -0.031 -0.964  0.07
H -0.217 1.269 0.103  0.07
S 3.299 -1.785 -0.690  0.64
F 2.234 0.471 -1.498  0.03
H -0.998 -0.024 0.714  0.10
H 1.163 -1.197 0.835  0.13
C -0.219 0.228 -0.021  -0.08
N 1.027 -0.466 0.098  -0.05
C 2.210 -0.553 -0.653  -0.90

=====

[2]
ORCA calculation (the ωB97M-V functional and the def2-TZVPD basis) on a cluster of 3 separate species, C5H16N5O in total.

Computed properties:
total charge: +1
spin multiplicity: 3

Last column: Löwdin charge in e.
Element x y z (Å)
H 5.169 -0.682 -0.613  0.07
C -0.489 1.921 -0.813  -0.01
H -0.298 2.319 0.215  0.12
H -0.681 -2.098 -0.732  0.09
H -2.246 1.679 1.723  0.03
N 3.623 0.222 0.278  0.05
C 2.852 -0.302 1.020  -0.38
H -1.570 -0.402 1.432  0.11
H 0.070 2.538 -1.557  0.11
C 0.397 -2.338 -0.638  -0.04
H 5.506 0.616 0.373  0.08
O 2.019 -0.403 1.805  0.14
H 0.619 -3.362 -1.160  0.14
N 4.893 0.195 -0.268  0.05
H -3.338 1.675 0.463  0.04
H -0.977 0.174 -0.252  0.08
N -0.050 0.503 -0.743  0.00
H 1.576 0.655 -2.026  0.15
H -3.867 1.005 1.967  0.12
H 0.666 -2.228 0.475  0.12
N -2.223 -0.031 0.716  -0.05
N 1.201 -1.399 -1.378  0.05
H 1.913 -1.665 -1.992  0.13
C -2.968 1.157 1.262  -0.10
H -1.559 1.985 -0.968  0.08
H -2.917 -0.704 0.375  0.11
C 0.959 -0.038 -1.344  -0.27

=====

[3]
ORCA calculation (the ωB97M-V functional and the def2-TZVPD basis) on a structure of composition C39H30Cl2I2N2O3PtTe.

Computed properties:
ΔE to the lowest compared entry with this formula, charge and spin: 0.0 kJ/mol
total charge: +2

Last column: Löwdin charge in e.
Element x y z (Å)
Cl 1.304 5.813 1.313  0.55
H 7.662 -1.077 0.298  0.12
C 1.514 -4.777 -0.495  -0.04
C 1.463 6.128 -0.413  -0.94
C -2.594 2.877 -3.487  0.02
C -5.252 2.613 -0.848  -0.59
C -0.357 -3.071 -0.594  0.02
C 6.612 -0.836 0.195  -0.05
C 1.885 -1.556 4.188  -0.07
Cl 1.282 4.668 -1.423  0.56
C -0.023 -1.895 2.760  -0.06
H 3.337 3.419 2.363  0.06
C -4.537 -2.331 -0.590  -0.02
C -4.149 2.490 1.297  -0.60
H -2.107 -3.094 -2.838  0.12
H -2.457 2.955 -4.557  0.13
H 2.998 -2.528 -0.274  0.13
C 1.874 -0.199 3.889  -0.14
H -3.884 -4.591 -3.654  0.11
Pt 0.182 2.121 0.029  0.87
H -4.729 2.863 -3.566  0.08
C 3.046 2.341 0.515  -0.29
C 2.927 2.472 2.020  -0.41
C 0.938 -2.402 3.625  -0.05
C -2.818 2.695 -0.788  -0.15
H -0.480 2.859 -3.053  0.11
H -0.798 -0.143 1.780  0.08
C 0.921 0.294 3.007  -0.50
H 0.694 -5.490 -0.524  0.08
N 2.078 1.332 0.027  -0.09
C -1.483 2.829 -2.647  -0.08
H 4.065 2.074 0.250  0.12
H 2.802 3.281 0.032  0.04
C 2.475 0.125 -0.206  -0.14
C -5.529 -3.182 -1.043  -0.06
C -5.292 -4.000 -2.143  -0.06
C -0.037 -0.543 2.445  -0.13
H 4.420 0.431 -2.060  0.13
H 6.110 -1.486 2.179  0.12
H -0.775 -2.551 2.338  0.11
O -0.129 0.387 -1.324  -0.09
H 2.592 0.458 4.366  0.11
C -3.058 -3.133 -2.319  -0.03
C 5.742 -1.062 1.253  -0.05
C -2.853 2.603 0.678  -0.39
H -6.262 2.433 1.030  0.09
H 2.449 6.534 -0.595  0.04
C -3.990 2.717 -1.545  -0.19
H -6.487 -3.214 -0.541  0.11
C 0.183 -0.725 -0.860  -0.34
H 2.165 -4.963 -1.353  0.10
H 0.941 -3.455 3.876  0.12
H -1.074 -3.877 -0.489  0.14
I -7.029 2.580 -1.879  1.17
O -1.794 2.632 1.322  -0.17
C 1.550 -0.991 -0.506  -0.06
C -2.259 -1.392 -0.687  -0.28
C 1.952 -2.297 -0.435  0.05
C -3.293 -2.312 -1.217  -0.16
H 6.815 -0.117 -1.819  0.12
C -4.063 -3.966 -2.788  -0.06
H 2.628 -1.946 4.872  0.12
C 6.138 -0.296 -0.994  -0.05
C 3.922 -0.222 -0.072  -0.22
H -4.710 -1.684 0.262  0.11
C -0.797 -1.786 -0.745  -0.06
H 3.704 -0.946 1.940  0.11
C -5.302 2.507 0.536  -0.20
H 2.113 -4.960 0.400  0.09
H -6.071 -4.660 -2.504  0.11
C -3.850 2.823 -2.936  0.01
Te 0.876 2.347 2.559  1.55
H 0.686 6.822 -0.702  0.03
C 4.393 -0.758 1.122  -0.03
N -1.595 2.752 -1.329  0.03
H 3.432 1.658 2.540  0.05
C 4.792 0.013 -1.131  -0.02
C 1.025 -3.366 -0.526  -0.21
O -2.547 -0.344 -0.143  0.08
I -4.226 2.274 3.336  1.15

=====

[4]
ORCA calculation (the ωB97M-V functional and the def2-TZVPD basis) on the molecule C3H5NS3.

Computed properties:
ΔE to the lowest compared entry with this formula, charge and spin: 302.0 kJ/mol
SMILES: S=CCC(=S)NS
total charge: 0

Last column: Löwdin charge in e.
Element x y z (Å)
H 0.221 -1.707 0.061  0.16
H 2.790 -0.997 -1.437  -0.05
S 2.260 -1.771 -0.232  0.66
H -1.099 1.684 1.005  0.12
N 1.028 -0.872 0.454  -0.51
C 0.759 0.431 0.256  -0.95
C -0.738 0.673 0.767  -0.30
S 1.594 1.608 -0.483  0.69
C -1.672 0.452 -0.395  -0.62
H -0.903 0.075 1.577  0.06
H -1.596 1.352 -1.143  0.11
S -2.643 -0.928 -0.428  0.63

=====

[5]
ORCA calculation (the ωB97M-V functional and the def2-TZVPD basis) on a cluster of 6 separate species, C26H33ClF5I2N2O19P in total.

Computed properties:
SMILES: CC(=O)N(C)CCCCN(C(=O)OP(O)Cl)/C(I)=C(/C)I.O=C1OC[C@@H](F)O1.O=C1OC[C@@H](F)O1.O=C1OC[C@@H](F)O1.O=C1OC[C@@H](F)O1.O=C1OC[C@@H](F)O1
total charge: 0

Last column: Löwdin charge in e.
Element x y z (Å)
H 0.783 -3.012 2.583  0.10
H -2.045 -1.942 2.995  0.11
O 7.031 2.579 -1.823  0.07
O 2.460 -2.907 0.696  -0.31
H -0.759 -4.058 -3.871  0.01
P 3.789 -1.998 1.162  0.57
O -6.521 0.262 5.594  0.08
H -5.308 3.494 2.680  0.16
C -0.300 -3.038 2.503  -0.15
C -4.288 -0.278 5.601  -0.30
C -0.714 1.784 3.354  -0.46
H -2.346 1.581 1.720  0.07
H -5.865 -1.488 6.525  0.14
C -0.127 -3.554 -1.264  -0.70
H 0.149 -5.560 -3.831  0.07
C 6.364 1.006 -3.340  -0.31
H 5.400 1.345 -1.409  0.09
O -0.499 0.462 -3.735  0.10
H 3.445 -1.296 -7.496  0.14
C -0.763 -2.996 1.039  -0.23
C -3.363 3.916 0.753  -0.54
O 2.557 -2.273 -5.071  0.11
C 1.345 -2.383 0.113  -0.57
H -2.153 0.168 -2.561  0.06
H 0.331 1.511 1.477  0.08
C 0.511 -4.322 -2.160  -0.78
O 8.954 3.123 -2.867  0.18
H 0.966 -4.069 -4.220  0.07
Cl 4.454 -1.200 -0.608  0.31
C -4.592 4.309 2.579  -0.30
H 3.930 0.179 -6.627  0.14
H -0.160 -0.513 1.945  0.10
C 7.915 2.556 -2.848  -0.55
F 5.452 0.801 -4.320  0.07
F -2.644 0.705 -4.417  0.07
H -2.627 4.856 3.295  0.15
C 3.901 -2.506 -5.009  -0.55
C -0.999 -1.940 3.290  -0.18
C 2.364 -0.992 -5.650  -0.30
H -0.638 -3.979 2.922  0.11
O 4.563 -1.616 -5.783  0.06
O 1.253 -1.243 -0.309  0.09
H -1.712 2.953 -3.784  0.15
H 0.443 3.127 2.220  0.09
H -3.133 3.231 3.804  0.12
H 2.271 -0.247 -4.857  0.15
F 1.222 -1.002 -6.379  0.08
H 6.740 0.037 -3.006  0.17
H -0.952 -2.115 4.359  0.11
F -3.396 -1.039 4.929  0.07
C 3.598 -0.847 -6.514  -0.04
C -5.672 -0.896 5.635  -0.04
H 3.020 -0.855 2.764  0.05
H -2.320 2.588 -2.154  0.11
C 0.423 2.063 2.404  0.02
H -3.873 -0.019 6.575  0.18
O 1.527 1.007 -2.900  0.16
C -5.814 1.280 5.058  -0.54
H 5.115 2.620 -2.610  0.15
H -1.093 -1.981 0.831  0.05
C -2.419 0.622 2.232  -0.03
N -1.393 0.519 3.295  -0.09
C 0.187 -4.500 -3.597  -0.21
O -4.433 4.622 1.196  0.15
O 3.107 -0.693 1.815  -0.32
O 4.406 -3.365 -4.367  0.16
F -5.067 5.395 3.231  0.09
O -3.085 3.718 -0.386  0.17
O -4.518 0.910 4.872  0.11
H -1.585 -3.688 0.921  0.11
I 2.171 -5.465 -1.593  0.97
H -3.420 0.583 2.643  0.08
O -0.280 2.268 -2.450  0.08
C -0.437 -0.565 3.001  -0.21
C -1.631 2.277 -2.932  -0.04
H -2.280 -0.132 1.463  0.09
O 7.437 1.767 -3.857  0.13
H 0.460 -0.387 3.586  0.12
H -5.849 -1.502 4.746  0.15
O -1.077 2.631 4.159  0.07
C -3.184 3.964 3.005  -0.04
O -2.645 3.434 1.788  0.01
C 5.839 1.897 -2.234  -0.05
I -1.866 -2.501 -1.895  1.09
N 0.298 -3.373 0.088  -0.10
C 0.369 1.231 -3.017  -0.55
O -6.235 2.348 4.766  0.18
C -1.814 0.836 -3.354  -0.36
H 1.344 1.767 2.896  0.09

=====

[6]
ORCA calculation (the ωB97M-V functional and the def2-TZVPD basis) on a cluster of 8 separate species, C16H32Br16 in total.

Computed properties:
ΔE to the lowest compared entry with this formula, charge and spin: 93.5 kJ/mol
total charge: +1
spin multiplicity: 2

Last column: Löwdin charge in e.
Element x y z (Å)
H 5.143 1.943 3.249  0.06
H -5.095 -1.158 -1.713  0.07
H 0.884 -2.242 -5.724  0.04
C 4.244 1.557 3.729  -0.64
H 4.983 -0.385 4.021  0.07
H 1.151 3.998 -4.635  0.04
H 1.007 3.043 -6.173  0.06
C -3.480 -1.093 3.364  -0.62
H 2.446 -2.683 1.020  -0.01
C -0.893 -1.114 -6.226  -0.62
C 1.990 2.087 -4.492  -0.66
H -1.265 -1.998 -6.743  0.05
Br -3.197 -0.030 -3.209  0.59
H 2.395 -3.558 -1.440  0.05
Br 2.674 2.423 2.900  0.65
H -0.069 2.233 -0.167  0.06
Br -4.124 -3.757 -0.408  0.56
Br -3.521 -2.087 5.125  0.64
Br 0.147 -3.078 0.762  0.60
C 0.990 3.018 -5.083  -0.66
H -1.524 2.564 5.380  0.02
C 2.496 -4.204 -0.568  -0.67
H 2.002 1.195 -5.118  0.03
H 2.150 -4.398 1.516  0.06
H 0.668 -0.769 -4.722  0.00
Br 4.244 -0.294 1.541  0.67
Br -1.508 0.397 0.799  0.67
C 4.142 0.078 3.505  -0.62
C -4.016 -1.239 -1.840  -0.66
H -3.673 -3.092 -2.877  0.05
H 4.449 1.879 4.750  0.07
Br -0.839 2.628 -4.374  0.56
C -3.440 -2.611 -1.927  -0.69
H 1.988 -5.109 -0.902  0.06
Br 1.340 3.265 6.751  0.59
H 1.267 -0.372 0.691  -0.02
H -1.707 -0.561 -5.758  0.01
C -4.640 -0.081 3.476  -0.58
H -3.632 -1.611 2.417  0.06
H -0.308 1.956 4.360  0.05
H 0.785 4.482 4.718  0.02
Br 0.762 0.028 -1.840  0.64
C 0.057 3.976 5.352  -0.62
H -4.904 0.226 2.464  0.08
H 2.255 0.973 -0.001  0.00
H -3.593 -0.864 -0.908  -0.02
Br -0.671 -2.926 -3.918  0.63
H -5.570 -0.533 3.821  0.07
Br -4.164 1.507 4.610  0.86
C 2.034 -3.650 0.732  -0.67
Br 3.842 2.934 -4.661  0.56
Br 4.382 -4.766 -0.420  0.62
H -2.351 -2.636 -1.894  -0.03
C 0.170 -1.623 -5.181  -0.63
C -0.797 2.890 4.637  -0.61
H 0.236 1.923 1.531  -0.04
Br 0.092 -0.057 -7.617  0.59
H -0.502 4.750 5.878  0.06
H -2.580 -0.484 3.274  -0.01
Br -1.770 3.640 3.080  0.82
C 0.093 1.440 0.564  -0.69
C 1.271 0.506 0.044  -0.63
H 3.227 -0.352 3.913  0.06
H 1.829 1.876 -3.435  -0.03

=====

[7]
ORCA calculation (the ωB97M-V functional and the def2-TZVPD basis) on the molecule C4H5NOS.

Computed properties:
ΔE to the lowest compared entry with this formula, charge and spin: 225.8 kJ/mol
SMILES: C=C1CSNC1=O
total charge: 0

Last column: Löwdin charge in e.
Element x y z (Å)
C 0.360 0.420 -0.044  -0.26
H -1.262 1.531 0.930  0.07
H 2.369 0.053 -0.193  0.09
C 0.382 -1.118 -0.047  -0.46
N -0.915 -1.466 -0.089  -0.29
H -1.289 -2.362 -0.104  0.08
C -1.038 0.910 0.093  -0.41
S -2.212 -0.436 -0.010  0.93
H -1.408 1.526 -0.707  0.07
C 1.622 0.921 -0.105  0.07
O 1.288 -2.012 0.116  -0.01
H 2.104 2.032 0.159  0.13

=====

[8]
ORCA calculation (the ωB97M-V functional and the def2-TZVPD basis) on a cluster of 3 separate species, C4H13NO2 in total.

Computed properties:
ΔE to the lowest compared entry with this formula, charge and spin: 7.7 kJ/mol
total charge: -1
spin multiplicity: 2

Last column: Löwdin charge in e.
Element x y z (Å)
C 0.487 0.797 -0.998  -0.29
H 0.167 -2.451 0.431  -0.02
H 1.191 0.645 1.573  0.03
H -2.279 1.133 0.776  0.01
H 1.725 2.469 -0.396  0.07
H 1.199 -2.115 1.495  0.00
C 0.119 0.611 1.475  -0.05
H -2.493 -2.686 -0.528  0.01
H -1.849 -1.287 -0.466  -0.02
H 0.601 -0.187 -1.440  0.10
H -2.007 1.104 -0.918  -0.03
H 2.438 1.440 -1.687  0.06
O -1.649 -2.242 -0.365  -0.22
H 2.408 0.893 -0.055  0.06
C -0.381 0.683 0.239  -0.53
N -1.772 0.721 0.000  0.00
C 1.833 1.465 -0.789  -0.14
H -0.478 0.504 2.367  0.04
O 0.836 -2.859 1.006  -0.11
H -0.096 1.364 -1.719  0.05

=====

| no. | total energy (hartree) |
| --- | --- |
| 1 | -631.38902 |
| 2 | -548.63125 |
| 3 | -3741.88934 |
| 4 | -1366.49891 |
| 5 | -4445.98682 |
| 6 | -41812.67663 |
| 7 | -683.52190 |
| 8 | -365.38814 |